Molecular formula: C33H86ClN13O4P3
Method: DFT, the ωB97M-V functional and the def2-TZVPD basis

Each atom is followed by the atoms it is bonded to, with distances in Å.
Atoms and positions in Å:
1 C -4.580 -1.665 2.912  C2 1.533, H22 1.087, H23 1.091, H24 1.089
2 C -3.920 -2.117 4.220  C1 1.533, C3 1.556, H25 1.090, H26 1.088
3 C -2.459 -2.638 4.101  C2 1.556, C4 1.535, H27 1.089, H28 1.091
4 C -1.937 -2.768 2.663  C3 1.535, C5 1.534, H29 1.093, H30 1.088
5 C -0.433 -3.069 2.725  C4 1.534, N6 1.493, H31 1.086, H32 1.092
6 N 0.132 -3.041 1.344  C5 1.493, C7 1.499, C15 1.377
7 C 1.435 -2.311 1.213  N6 1.499, C8 1.543, H33 1.087, H34 1.092
8 C 1.230 -1.099 0.282  C7 1.543, N9 1.453, H35 1.099, H36 1.086
9 N 2.037 0.034 0.700  C8 1.453, C10 1.483, C12 1.414
10 C 3.495 -0.214 0.597  N9 1.483, C11 1.532, H37 1.092, H38 1.090
11 C 4.191 0.365 1.833  C10 1.532, H39 1.088, H40 1.088, H41 1.089
12 C 1.721 1.222 0.001  N9 1.414, C13 1.526, O14 1.217
13 C 0.417 1.327 -0.783  C12 1.526, H42 1.087, H43 1.095, H44 1.082
14 O 2.445 2.200 0.039  C12 1.217
15 C 0.143 -4.275 0.733  N6 1.377, N16 1.380, N17 1.305
16 N 0.790 -5.374 1.261  C15 1.380, H45 1.016, H46 1.016
17 N -0.467 -4.446 -0.408  C15 1.305, C18 1.461, H47 1.012
18 C -1.244 -3.437 -1.125  N17 1.461, C19 1.542, H48 1.083, H49 1.089
19 C -2.649 -3.924 -1.531  C18 1.542, C20 1.529, H50 1.088, H51 1.090
20 C -3.732 -3.447 -0.563  C19 1.529, Cl21 1.782, H52 1.087, H53 1.088
21 Cl -5.313 -3.413 -1.385  C20 1.782
22 H -3.963 -0.939 2.389  C1 1.087
23 H -4.821 -2.502 2.255  C1 1.091
24 H -5.538 -1.215 3.166  C1 1.089
25 H -3.897 -1.250 4.879  C2 1.090
26 H -4.559 -2.854 4.703  C2 1.088
27 H -1.785 -1.987 4.655  C3 1.089
28 H -2.444 -3.645 4.520  C3 1.091
29 H -2.455 -3.593 2.167  C4 1.093
30 H -2.044 -1.853 2.084  C4 1.088
31 H 0.015 -2.253 3.284  C5 1.086
32 H -0.270 -4.027 3.225  C5 1.092
33 H 1.836 -1.999 2.174  C7 1.087
34 H 2.144 -3.002 0.751  C7 1.092
35 H 1.410 -1.421 -0.754  C8 1.099
36 H 0.174 -0.856 0.365  C8 1.086
37 H 3.753 -1.275 0.578  C10 1.092
38 H 3.919 0.220 -0.308  C10 1.090
39 H 5.224 0.036 1.930  C11 1.088
40 H 4.221 1.449 1.746  C11 1.088
41 H 3.599 0.172 2.727  C11 1.089
42 H 0.331 0.567 -1.556  C13 1.087
43 H -0.396 1.225 -0.057  C13 1.095
44 H 0.346 2.335 -1.173  C13 1.082
45 H 1.166 -5.106 2.165  N16 1.016
46 H 0.141 -6.137 1.430  N16 1.016
47 H -0.391 -5.367 -0.821  N17 1.012
48 H -1.355 -2.522 -0.555  C18 1.083
49 H -0.698 -3.209 -2.040  C18 1.089
50 H -2.868 -3.475 -2.498  C19 1.088
51 H -2.686 -5.009 -1.620  C19 1.090
52 H -3.525 -2.452 -0.177  C20 1.087
53 H -3.828 -4.120 0.286  C20 1.088
54 O -5.585 -3.749 -7.928  P55 1.511
55 P -6.584 -3.744 -6.795  O54 1.511, N56 1.727, N59 1.709, N62 1.787
56 N -6.757 -5.441 -6.521  P55 1.727, C57 1.453, C58 1.454
57 C -7.417 -6.312 -7.478  N56 1.453, H65 1.093, H66 1.097, H67 1.087
58 C -5.551 -6.048 -5.981  N56 1.454, H68 1.100, H69 1.097, H70 1.090
59 N -7.883 -2.976 -7.595  P55 1.709, C60 1.446, C61 1.461
60 C -9.214 -3.518 -7.760  N59 1.446, H71 1.097, H72 1.093, H73 1.091
61 C -7.535 -2.157 -8.755  N59 1.461, H74 1.097, H75 1.086, H76 1.092
62 N -7.329 -3.353 -5.218  P55 1.787, C63 1.471, C64 1.452
63 C -6.461 -2.497 -4.395  N62 1.471, H77 1.093, H78 1.092, H79 1.095
64 C -7.995 -4.322 -4.367  N62 1.452, H80 1.098, H81 1.085, H82 1.095
65 H -7.607 -7.282 -7.011  C57 1.093
66 H -6.831 -6.474 -8.391  C57 1.097
67 H -8.396 -5.930 -7.756  C57 1.087
68 H -5.351 -5.658 -4.972  C58 1.100
69 H -4.670 -5.846 -6.602  C58 1.097
70 H -5.664 -7.128 -5.888  C58 1.090
71 H -9.264 -4.234 -8.589  C60 1.097
72 H -9.922 -2.715 -7.978  C60 1.093
73 H -9.585 -3.998 -6.853  C60 1.091
74 H -7.390 -2.762 -9.658  C61 1.097
75 H -6.623 -1.594 -8.575  C61 1.086
76 H -8.328 -1.432 -8.948  C61 1.092
77 H -5.610 -3.055 -3.997  C63 1.093
78 H -7.012 -2.058 -3.561  C63 1.092
79 H -6.071 -1.669 -4.997  C63 1.095
80 H -7.302 -4.991 -3.839  C64 1.098
81 H -8.704 -4.935 -4.914  C64 1.085
82 H -8.568 -3.772 -3.613  C64 1.095
83 O -0.930 2.603 5.269  P84 1.513
84 P -0.399 3.950 4.832  O83 1.513, N85 1.727, N88 1.711, N91 1.784
85 N -1.622 4.418 3.705  P84 1.727, C86 1.450, C87 1.457
86 C -1.791 3.746 2.432  N85 1.450, H94 1.093, H95 1.100, H96 1.089
87 C -2.901 4.694 4.345  N85 1.457, H97 1.097, H98 1.097, H99 1.089
88 N 1.083 3.428 4.152  P84 1.711, C89 1.445, C90 1.458
89 C 1.511 3.651 2.791  N88 1.445, H100 1.096, H101 1.093, H102 1.090
90 C 1.595 2.148 4.624  N88 1.458, H103 1.101, H104 1.086, H105 1.093
91 N 0.241 5.612 4.930  P84 1.784, C92 1.474, C93 1.453
92 C 0.289 6.112 6.316  N91 1.474, H106 1.096, H107 1.091, H108 1.095
93 C -0.162 6.692 4.045  N91 1.453, H109 1.097, H110 1.086, H111 1.094
94 H -2.460 4.334 1.799  C86 1.093
95 H -2.206 2.731 2.530  C86 1.100
96 H -0.852 3.687 1.883  C86 1.089
97 H -2.818 5.577 4.991  C87 1.097
98 H -3.245 3.856 4.961  C87 1.097
99 H -3.670 4.914 3.605  C87 1.089
100 H 1.057 2.929 2.103  C89 1.096
101 H 2.595 3.535 2.711  C89 1.093
102 H 1.303 4.661 2.435  C89 1.090
103 H 1.111 1.298 4.119  C90 1.101
104 H 1.444 2.035 5.694  C90 1.086
105 H 2.671 2.089 4.444  C90 1.093
106 H -0.710 6.347 6.700  C92 1.096
107 H 0.908 7.007 6.387  C92 1.091
108 H 0.732 5.355 6.971  C92 1.095
109 H -1.157 7.094 4.271  C93 1.097
110 H -0.144 6.399 3.000  C93 1.086
111 H 0.560 7.506 4.159  C93 1.094
112 O 7.757 1.525 1.190  P113 1.519
113 P 8.364 2.900 0.973  O112 1.519, N114 1.724, N117 1.710, N120 1.785
114 N 7.181 3.475 -0.141  P113 1.724, C115 1.450, C116 1.456
115 C 7.041 2.879 -1.456  N114 1.450, H123 1.093, H124 1.099, H125 1.087
116 C 5.902 3.742 0.503  N114 1.456, H126 1.098, H127 1.094, H128 1.090
117 N 9.861 2.408 0.308  P113 1.710, C118 1.445, C119 1.460
118 C 10.360 2.757 -1.002  N117 1.445, H129 1.097, H130 1.093, H131 1.090
119 C 10.320 1.071 0.673  N117 1.460, H132 1.098, H133 1.086, H134 1.092
120 N 9.031 4.535 1.236  P113 1.785, C121 1.473, C122 1.453
121 C 9.042 4.911 2.660  N120 1.473, H135 1.096, H136 1.091, H137 1.095
122 C 8.678 5.695 0.436  N120 1.453, H138 1.097, H139 1.086, H140 1.094
123 H 6.401 3.514 -2.074  C115 1.093
124 H 6.610 1.869 -1.429  C115 1.099
125 H 7.994 2.836 -1.978  C115 1.087
126 H 6.003 4.602 1.178  C116 1.098
127 H 5.541 2.890 1.087  C116 1.094
128 H 5.137 4.005 -0.227  C116 1.090
129 H 9.926 2.126 -1.788  C118 1.097
130 H 11.444 2.624 -1.039  C118 1.093
131 H 10.186 3.804 -1.251  C118 1.090
132 H 9.842 0.290 0.067  C119 1.098
133 H 10.114 0.859 1.719  C119 1.086
134 H 11.401 1.000 0.538  C119 1.092
135 H 8.035 5.134 3.031  C121 1.096
136 H 9.675 5.784 2.829  C121 1.091
137 H 9.449 4.092 3.261  C121 1.095
138 H 7.683 6.096 0.664  C122 1.097
139 H 8.725 5.491 -0.629  C122 1.086
140 H 9.411 6.481 0.643  C122 1.094

Values from the calculation:
Orbital gap: 6.1 eV
Charge: +1